{"formula": "C20H27N7O2Pb", "method": "wB97M-V/def2-TZVPD", "lumo_ev": [-18.0340, -17.8014], "total_charge": 4, "e_homo_ha": [-0.75376, -0.75376], "species": ["N", "C", "C", "H", "H", "H", "N", "C", "C", "H", "H", "H", "N", "C", "C", "H", "H", "H", "Pb", "C", "O", "C", "O", "C", "C", "C", "C", "C", "C", "H", "H", "H", "H", "H", "H", "C", "N", "C", "N", "C", "N", "C", "N", "C", "C", "H", "H", "H", "H", "H", "H", "H", "H", "H", "H", "H", "H"], "positions_angstrom": [[1.0755, 4.1172, -0.4805], [0.8093, 5.2394, -0.2651], [0.4836, 6.6228, 0.0569], [-0.6143, 6.7614, 0.0631], [0.9412, 7.3189, -0.6746], [0.8696, 6.8807, 1.0591], [3.0085, -1.9557, -0.4578], [3.9809, -2.5909, -0.4560], [5.1851, -3.3784, -0.6364], [5.8076, -2.9042, -1.4080], [4.9249, -4.3887, -0.9790], [5.7789, -3.4689, 0.2841], [-3.3316, -2.6484, -0.4961], [-4.4640, -2.8569, -0.2729], [-5.8593, -3.1161, 0.0634], [-5.9258, -3.8651, 0.8729], [-6.4093, -3.5181, -0.8093], [-6.3411, -2.1790, 0.4060], [-0.7062, 0.4596, -0.7592], [0.2067, -2.5170, 0.7738], [0.5534, -3.0954, 1.7115], [2.3822, 0.8369, 0.7700], [3.0544, 0.7549, 1.7076], [0.1886, 1.5368, -2.8568], [-1.1992, 1.6035, -3.1370], [-1.9521, 0.4414, -3.1363], [-1.3253, -0.8009, -2.8544], [0.0787, -0.8938, -2.6477], [0.8465, 0.2935, -2.6522], [0.7497, 2.4774, -2.9171], [-1.6870, 2.5321, -3.4660], [-3.0010, 0.5071, -3.4626], [-1.9552, -1.6945, -2.9145], [0.5808, -1.8643, -2.5936], [1.9412, 0.2319, -2.6021], [-1.2718, 2.2576, 1.8360], [-1.1832, 0.7690, 1.8096], [-2.5771, 0.2390, 1.8388], [-3.2897, 0.6753, 3.0503], [-3.3122, 2.1489, 3.0439], [-1.9583, 2.7316, 3.0483], [-1.2412, 2.2372, 4.2383], [-1.1745, 0.7667, 4.2690], [-0.4837, 0.3203, 3.0481], [-2.5436, 0.2256, 4.2399], [-1.8485, 2.5511, 0.9496], [-0.2556, 2.6559, 1.7775], [-2.5246, -0.8514, 1.7857], [-3.0829, 0.6402, 0.9516], [-3.8337, 2.4872, 3.9457], [-3.8721, 2.5114, 2.1739], [-0.2309, 2.6479, 4.2281], [-1.7795, 2.5811, 5.1260], [-0.4285, -0.7687, 3.0635], [0.5297, 0.7234, 3.0612], [-3.0768, 0.5776, 5.1275], [-2.5041, -0.8641, 4.2315]]}

=====

{"formula": "C20H27NO4", "method": "wB97M-V/def2-TZVPD", "lumo_ev": 0.5487, "de_lowest_kcal_mol": 513.2, "total_charge": 0, "e_homo_ha": -0.31272, "species": ["C", "C", "H", "H", "O", "C", "C", "C", "C", "C", "O", "H", "H", "H", "H", "H", "H", "H", "H", "C", "C", "C", "O", "C", "O", "N", "C", "C", "C", "C", "C", "C", "H", "H", "H", "H", "H", "H", "H", "C", "C", "C", "H", "H", "H", "H", "H", "H", "H", "H", "H", "H"], "positions_angstrom": [[-0.9911, -1.6968, -2.7986], [0.3654, -0.8413, -2.9752], [0.1072, 0.2648, -3.3595], [0.9828, -1.3123, -3.6932], [0.9583, -0.8987, -1.9105], [0.3277, 0.0246, -0.7356], [1.3597, 0.2742, 0.4462], [0.9215, 1.4918, 1.1340], [0.8560, 2.9183, 0.5974], [2.3316, 3.4185, 0.3581], [2.8353, 3.1116, -0.7610], [2.2082, 3.1476, -1.6372], [3.0091, 3.0740, 1.0717], [2.2321, 4.6444, 0.2928], [0.2733, 2.9156, -0.3305], [0.3783, 3.5122, 1.5646], [1.6259, 1.3117, 2.1886], [-0.1014, 1.1482, 1.6645], [2.4469, 0.8729, -0.2957], [1.7730, -0.8583, 1.1337], [0.5432, -1.7654, 1.1062], [-0.6999, -1.4018, 0.7737], [-0.7979, -0.3128, -0.1636], [-1.8086, -2.3603, 0.9623], [-1.6076, -3.4130, 0.8362], [-2.9003, -1.8774, 0.5238], [-3.3707, -0.7442, 0.4708], [-4.2886, -0.0020, -0.5007], [-4.8086, 1.1210, -0.4216], [-4.1641, 2.0534, 0.4104], [-3.2649, 1.8066, 1.2432], [-2.9086, 0.3502, 1.2462], [-2.1482, 0.0949, 2.1521], [-2.8961, 2.2904, 1.9670], [-4.5427, 3.0583, 0.2861], [-5.4162, 1.6605, -1.2339], [-4.7068, -0.8874, -1.3248], [-3.7115, -2.5784, 0.6989], [0.6591, -2.6033, 1.8201], [2.7632, -1.5632, 0.3822], [3.8781, -2.6601, 1.2242], [4.1769, -1.2355, 0.7094], [4.4456, -0.5339, 1.1686], [4.9270, -1.5058, -0.3541], [3.9969, -3.4586, 0.5512], [3.8328, -2.6955, 2.1237], [2.6541, -2.1277, -0.6532], [2.3283, -0.7975, 2.0463], [0.0538, 1.1382, -1.3609], [-1.5665, -1.7976, -3.8333], [-0.7719, -2.6076, -2.4806], [-1.7790, -1.1672, -2.3305]]}

=====

{"formula": "C20H28BF4O18", "method": "wB97M-V/def2-TZVPD", "s_squared": 0.757, "lumo_ev": [-1.3049, -8.3448], "spin_multiplicity": 2, "total_charge": 0, "e_homo_ha": [-0.40122, -0.40114], "species": ["B", "F", "F", "F", "F", "C", "C", "O", "C", "O", "O", "H", "H", "H", "H", "C", "C", "O", "C", "O", "O", "H", "H", "H", "H", "C", "C", "O", "C", "O", "O", "H", "H", "H", "H", "C", "C", "O", "C", "O", "O", "H", "H", "H", "H", "C", "C", "C", "O", "C", "O", "O", "H", "H", "H", "H", "H", "H", "C", "C", "C", "O", "C", "O", "O", "H", "H", "H", "H", "H", "H"], "positions_angstrom": [[-0.4460, 0.6431, -0.2275], [0.9068, 0.6946, -0.0610], [-0.6960, 0.9681, -1.5227], [-0.9391, -0.6593, 0.0341], [-1.0375, 1.5495, 0.6210], [-4.5062, 2.1943, -2.0146], [-4.0355, 1.0716, -1.2321], [-5.1803, 0.2666, -0.9892], [-6.2419, 1.0207, -1.3097], [-7.3678, 0.6558, -0.9505], [-5.8849, 2.1675, -1.8915], [-4.3189, 2.1013, -3.0844], [-4.1206, 3.1574, -1.6800], [-3.7263, 1.3629, -0.2283], [-3.1833, 0.6140, -1.7345], [-1.5224, -2.7381, -2.2079], [-0.8112, -3.8424, -1.4572], [-1.7059, -4.9275, -1.4430], [-2.9737, -4.4455, -1.6481], [-4.0048, -5.0963, -1.6018], [-2.8416, -3.1137, -2.1468], [-1.1923, -2.6774, -3.2450], [-1.3620, -1.7701, -1.7332], [-0.5445, -3.5665, -0.4370], [0.0876, -4.1445, -1.9948], [-4.3182, -0.2333, 3.1129], [-2.8781, 0.3338, 3.0738], [-2.4139, 0.2286, 4.4367], [-3.1379, -0.8973, 4.9071], [-2.7893, -1.5763, 5.8278], [-4.2484, -1.2111, 4.1041], [-4.4887, -0.7721, 2.1808], [-5.0097, 0.5753, 3.3495], [-2.8550, 1.3862, 2.7910], [-2.1371, -0.2218, 2.4989], [2.4301, -0.4817, -2.9996], [2.8025, 0.8738, -2.5292], [3.0929, 1.5072, -3.7649], [2.2051, 1.0738, -4.6687], [2.0206, 1.5708, -5.7569], [1.8256, -0.1882, -4.2351], [1.6659, -0.8395, -2.3095], [3.2243, -1.2165, -3.1316], [3.6996, 1.0114, -1.9255], [1.9956, 1.3076, -1.9385], [1.4304, 3.8120, 2.2702], [2.5728, 4.1176, 1.2736], [3.8662, 4.4743, 1.8868], [4.3051, 3.2397, 2.3452], [3.8921, 2.3277, 1.4842], [4.3357, 1.1932, 1.4669], [2.9347, 2.9154, 0.6721], [0.9785, 4.6878, 2.7359], [1.7018, 3.2024, 3.1320], [0.7287, 3.1883, 1.7164], [2.2708, 4.8741, 0.5494], [3.8363, 5.2937, 2.6050], [4.6749, 4.7289, 1.2018], [2.6680, -2.7724, 2.2604], [2.4895, -2.3456, 0.7253], [3.5197, -1.3635, 0.0528], [3.8988, -2.0324, -1.0984], [3.4415, -3.3026, -1.0783], [3.6866, -4.1625, -1.9716], [2.6172, -3.4918, -0.0361], [1.9854, -3.5921, 2.4848], [2.5271, -1.9570, 2.9698], [3.6618, -3.2149, 2.3277], [1.5222, -1.8587, 0.6013], [4.3864, -1.2731, 0.7077], [3.0306, -0.4053, -0.1218]]}

=====

{"formula": "C20H28BN2O19P", "method": "wB97M-V/def2-TZVPD", "lumo_ev": 0.2738, "de_lowest_kcal_mol": 13.7, "total_charge": 0, "e_homo_ha": -0.33403, "species": ["C", "P", "O", "C", "C", "N", "C", "C", "N", "O", "B", "O", "O", "H", "H", "H", "H", "H", "H", "H", "H", "C", "C", "O", "C", "O", "O", "H", "H", "H", "H", "C", "C", "O", "C", "O", "O", "H", "H", "H", "H", "C", "C", "O", "C", "O", "O", "H", "H", "H", "H", "C", "C", "O", "C", "O", "O", "H", "H", "H", "H", "C", "C", "O", "C", "O", "O", "H", "H", "H", "H"], "positions_angstrom": [[1.7939, -0.4095, 2.9121], [3.4545, -1.0789, 2.8418], [3.6172, -1.8384, 4.2737], [4.5406, 0.4697, 2.9667], [3.8240, 1.6039, 3.4304], [3.2278, 2.5109, 3.8904], [5.1371, 0.6957, 1.5759], [4.7868, 1.9725, 0.9909], [4.6590, 2.9879, 0.3931], [6.5235, 0.5595, 1.6211], [7.1808, 0.6060, 0.4020], [8.2893, 1.3338, 0.2811], [6.7734, -0.1230, -0.6785], [1.3318, -0.5057, 3.8724], [1.7841, 0.6253, 2.6427], [1.2336, -0.9323, 2.1762], [4.3835, -2.3953, 4.1919], [5.2998, 0.2815, 3.6895], [4.7274, -0.0562, 0.9217], [8.4172, 1.8755, 1.0566], [5.9286, 0.1891, -1.0062], [6.3172, -2.5153, -4.5326], [5.4516, -3.6872, -4.1078], [4.5359, -3.0633, -3.1953], [4.4731, -1.7535, -3.4878], [3.6869, -0.9958, -3.0100], [5.4124, -1.4104, -4.3820], [6.6655, -2.5835, -5.5583], [7.1685, -2.3597, -3.8703], [4.8843, -4.1120, -4.9368], [6.0040, -4.4773, -3.6097], [0.9226, 0.0077, -2.3761], [-0.4780, -0.3335, -2.8524], [-1.0705, -0.8654, -1.6515], [-0.4185, -0.3672, -0.5962], [-0.7699, -0.4987, 0.5368], [0.6960, 0.2844, -0.9729], [1.3448, 0.8744, -2.8743], [1.6184, -0.8219, -2.4656], [-1.0408, 0.5381, -3.1717], [-0.4970, -1.0733, -3.6447], [-3.2271, -2.8895, 0.0187], [-3.9415, -2.3960, 1.2566], [-4.7450, -3.5305, 1.6170], [-4.1693, -4.6429, 1.0996], [-4.4971, -5.7497, 1.3596], [-3.1731, -4.3092, 0.2529], [-2.2302, -2.4782, -0.0894], [-3.7891, -2.7035, -0.8960], [-3.2542, -2.1758, 2.0748], [-4.5666, -1.5295, 1.0732], [-4.7414, 1.0223, -0.4722], [-5.6566, 1.6112, -1.5255], [-4.8871, 1.4036, -2.7307], [-4.0337, 0.3875, -2.5246], [-3.3679, -0.1309, -3.3589], [-4.0071, 0.0354, -1.2201], [-5.2748, 0.5594, 0.3518], [-4.0369, 1.7539, -0.0733], [-6.5979, 1.0670, -1.6126], [-5.8652, 2.6574, -1.3646], [-6.9693, 4.9879, 3.0889], [-5.9469, 3.8680, 3.1508], [-6.2424, 3.1325, 1.9519], [-6.8529, 3.9646, 1.0804], [-7.0657, 3.6973, -0.0556], [-7.1770, 5.1256, 1.6744], [-6.6148, 5.9218, 3.5129], [-7.9165, 4.7175, 3.5564], [-4.9210, 4.2328, 3.0941], [-6.0523, 3.2312, 4.0232]]}